132
Properties=species:S:1:pos:R:3:forces:R:3:lowdin_charge:R:1 method="wB97M-V/def2-TZVPD" fmax_ha_per_bohr=0.0125 energy_ev=-69177.559 s_squared=0.754 homo_energy_ev="-8.0 / -8.2" charge=0 spin_multiplicity=2 gap_ev="8.453 / 8.617"
C -0.567095 -3.221204 -1.877065 0.08 -0.21 0.06 -0.28
P -1.848831 -1.892766 -1.727572 0.01 0.00 0.04 0.97
C -2.423978 -1.750283 -3.491151 -0.02 0.00 -0.03 -0.28
C -0.736742 -0.376603 -1.546961 -0.01 0.19 0.02 -0.51
C -1.605419 0.926130 -1.471892 0.07 0.03 -0.02 -0.18
C -3.128197 0.793804 -1.385691 0.07 -0.02 0.03 -0.22
C -3.766842 2.166294 -1.309026 -0.10 0.01 -0.05 -0.28
O -5.181464 2.028019 -1.218060 -0.25 0.26 -0.28 -0.08
C 0.245732 -0.324119 -2.741990 -0.09 0.15 -0.06 -0.12
C 1.619404 0.336003 -2.526021 0.20 0.23 0.13 -0.46
C 2.589409 -0.148948 -3.601873 0.00 -0.07 -0.13 -0.04
C 1.575986 1.871803 -2.603478 -0.01 -0.01 0.22 -0.02
N 2.160711 -0.141901 -1.210397 -0.56 -0.30 -0.12 -0.11
O 2.673465 -1.311777 -1.290686 0.26 -0.05 0.07 -0.02
C 1.347775 0.046891 0.038161 0.07 0.25 -0.02 -0.46
C 2.099289 -0.662485 1.164197 0.05 -0.23 -0.06 -0.03
C 1.232542 1.520927 0.450507 0.17 -0.04 -0.09 -0.03
C -0.024234 -0.614816 -0.188935 -0.19 0.05 0.12 -0.13
H -0.647025 -3.736270 -2.835815 -0.06 0.01 0.00 0.04
H -0.728836 -3.962328 -1.093311 0.02 0.00 -0.05 0.01
H 0.459018 -2.855406 -1.790785 -0.07 0.00 0.02 0.03
H -2.257215 -0.758045 -3.910439 -0.01 0.01 0.05 0.03
H -3.495282 -1.953551 -3.532732 0.04 0.00 -0.03 0.03
H -1.912397 -2.470818 -4.128470 0.00 0.01 -0.03 0.03
H -1.298897 1.497774 -0.591260 0.06 0.03 -0.08 0.10
H -1.374711 1.558639 -2.335597 -0.05 -0.04 0.01 0.11
H -3.535591 0.284032 -2.260995 -0.02 -0.03 0.05 0.09
H -3.418049 0.212964 -0.507713 -0.03 0.00 -0.01 0.11
H -3.500133 2.743750 -2.201321 0.05 0.04 0.07 0.13
H -3.401466 2.704226 -0.425400 0.07 0.03 -0.05 0.10
H -5.603446 2.737779 -1.725909 0.22 -0.31 0.29 0.09
H -0.236657 0.213647 -3.563489 0.00 -0.11 -0.04 0.12
H 0.439270 -1.334640 -3.102663 0.05 0.05 0.03 0.09
H 3.618144 0.084155 -3.321885 -0.02 0.05 -0.04 0.09
H 2.516740 -1.222780 -3.755695 0.08 0.01 0.07 0.08
H 2.359157 0.350757 -4.544535 -0.02 -0.02 0.03 0.09
H 2.384239 2.316799 -2.021594 0.07 -0.01 -0.06 0.08
H 0.643390 2.294081 -2.241919 -0.04 0.01 0.02 0.06
H 1.701657 2.184296 -3.640561 -0.07 -0.01 0.04 0.08
H 3.165730 -0.472746 1.051998 -0.01 0.11 0.19 0.07
H 1.759821 -0.285258 2.129493 0.00 -0.02 -0.02 0.09
H 1.947631 -1.740653 1.135362 0.01 0.04 -0.03 0.08
H 0.771283 1.560347 1.438842 -0.04 0.00 -0.06 0.09
H 0.641358 2.132405 -0.216993 -0.06 0.06 -0.09 0.05
H 2.226535 1.961823 0.538922 -0.01 -0.01 0.03 0.07
H 0.106872 -1.683552 -0.007720 0.07 0.03 -0.09 0.09
H -0.686797 -0.256104 0.606060 -0.04 -0.13 -0.01 0.13
C 7.042295 0.669761 1.100602 0.00 0.01 0.00 -0.06
C 6.148164 0.931266 -0.106546 -0.02 -0.06 0.06 -0.42
C 6.780892 1.829529 -1.174768 -0.02 -0.03 -0.01 -0.21
O 6.836190 3.201167 -0.832050 0.03 0.02 0.00 -0.19
C 7.951076 3.588963 -0.054784 -0.07 0.11 0.04 -0.11
N 4.854235 1.433388 0.358959 0.01 0.13 -0.12 0.05
H 7.082084 1.535847 1.762675 0.01 0.01 -0.01 0.06
H 6.646224 -0.163326 1.680166 -0.02 0.01 0.01 0.08
H 8.061260 0.424423 0.795543 0.00 0.00 0.00 0.08
H 5.957046 -0.028945 -0.598148 0.02 0.00 -0.02 0.14
H 6.163010 1.780237 -2.075250 -0.01 0.02 0.00 0.12
H 7.784498 1.467506 -1.436104 -0.01 -0.02 0.01 0.12
H 8.851781 3.038501 -0.344666 0.00 -0.03 0.02 0.09
H 7.771296 3.449647 1.014685 0.08 -0.04 0.00 0.07
H 8.118602 4.650531 -0.239237 0.00 0.00 -0.01 0.08
H 4.211948 1.487361 -0.427309 -0.02 -0.10 0.02 0.05
H 4.978365 2.392501 0.673763 0.03 -0.02 0.02 0.08
C 6.148975 5.514829 3.565754 -0.05 -0.02 -0.04 -0.07
C 7.278901 5.482372 4.587181 0.01 -0.03 -0.03 -0.44
C 7.884487 6.858970 4.884363 -0.01 0.01 0.04 -0.21
O 8.720767 7.365969 3.862928 0.00 -0.03 -0.06 -0.19
C 8.066032 8.056929 2.818756 0.01 0.03 0.02 -0.11
N 8.283066 4.504975 4.161290 0.05 0.10 0.00 0.04
H 6.532807 5.631493 2.551083 0.02 0.02 0.01 0.06
H 5.590323 4.579587 3.594017 0.03 -0.02 0.00 0.07
H 5.456669 6.335075 3.763906 0.00 0.00 0.00 0.08
H 6.862471 5.126312 5.535300 -0.01 0.03 0.01 0.13
H 8.524465 6.770725 5.765711 0.02 0.00 -0.01 0.12
H 7.093665 7.585389 5.116075 -0.01 -0.03 0.01 0.12
H 7.211116 8.626530 3.198075 0.00 0.01 -0.01 0.09
H 7.715086 7.385610 2.030672 -0.02 0.00 0.01 0.07
H 8.786701 8.750535 2.387729 0.00 0.00 -0.01 0.09
H 8.978298 4.390946 4.892285 -0.03 -0.07 0.01 0.07
H 8.792161 4.906220 3.377943 -0.01 -0.04 -0.02 0.07
C -2.326622 -9.046325 0.544604 -0.01 -0.01 0.00 -0.06
C -1.555515 -7.918992 1.222460 0.03 -0.05 0.00 -0.43
C -2.069745 -6.517592 0.876636 -0.03 0.03 0.03 -0.20
O -1.733254 -6.068486 -0.420839 0.03 -0.05 -0.01 -0.21
C -2.590646 -6.493135 -1.461408 -0.01 0.05 -0.04 -0.09
N -0.127830 -8.086170 0.950226 -0.01 0.08 0.00 0.04
H -2.052860 -9.134835 -0.507209 0.00 0.01 0.00 0.07
H -2.090970 -9.996299 1.022550 0.02 0.00 -0.01 0.08
H -3.405432 -8.888228 0.601167 0.00 0.00 0.00 0.07
H -1.689516 -8.025682 2.304485 -0.04 0.01 0.00 0.14
H -1.608078 -5.801003 1.560843 0.02 0.01 -0.02 0.12
H -3.157381 -6.459889 1.019990 0.01 -0.02 0.02 0.11
H -3.627657 -6.569042 -1.119786 -0.01 -0.01 -0.01 0.08
H -2.288300 -7.457194 -1.877611 -0.03 -0.01 0.02 0.08
H -2.534807 -5.744529 -2.252207 0.00 0.01 0.01 0.08
H 0.410850 -7.425137 1.500209 0.00 -0.03 0.03 0.07
H 0.046206 -7.835234 -0.018708 0.00 -0.03 0.00 0.07
C -8.742000 -5.790831 -1.708097 0.00 0.00 0.00 -0.07
C -8.257757 -7.028210 -2.455262 0.00 0.04 -0.04 -0.44
C -7.643394 -8.101561 -1.550358 -0.02 -0.02 0.00 -0.21
O -6.348768 -7.794295 -1.069206 0.04 0.04 0.01 -0.19
C -6.298828 -7.007286 0.101855 0.05 0.00 0.03 -0.11
N -7.363842 -6.613074 -3.536638 0.04 -0.08 0.03 0.04
H -7.905988 -5.155498 -1.413117 0.01 -0.01 0.01 0.07
H -9.387940 -5.196766 -2.352991 0.02 0.01 -0.01 0.08
H -9.301459 -6.060097 -0.810426 0.00 0.00 0.00 0.08
H -9.129186 -7.498347 -2.923531 -0.02 -0.01 0.03 0.13
H -7.525726 -9.018226 -2.133274 0.02 0.00 0.00 0.12
H -8.311879 -8.323546 -0.707545 -0.02 0.01 -0.02 0.12
H -7.115851 -7.251690 0.788479 -0.02 -0.02 -0.02 0.09
H -6.331719 -5.936087 -0.114479 -0.03 0.00 0.01 0.08
H -5.352675 -7.228370 0.595644 -0.01 0.00 0.03 0.06
H -7.137050 -7.408173 -4.124786 -0.03 0.01 -0.02 0.07
H -6.481501 -6.317172 -3.129345 -0.01 0.03 0.00 0.07
C -4.964841 4.786322 1.248252 -0.01 -0.05 -0.01 -0.06
C -3.767870 5.629932 0.827001 -0.04 0.01 -0.05 -0.44
C -3.037424 6.306695 1.991665 0.03 -0.01 0.01 -0.21
O -3.713401 7.418013 2.545395 -0.06 0.01 -0.01 -0.19
C -4.679102 7.118871 3.532678 0.03 0.01 0.02 -0.11
N -4.189928 6.574031 -0.209252 0.06 0.03 0.03 0.04
H -5.821397 5.409209 1.508776 0.02 0.03 0.01 0.07
H -5.271268 4.137871 0.428268 -0.02 0.00 0.02 0.06
H -4.728086 4.156021 2.107617 0.01 0.00 0.00 0.08
H -3.033192 4.960390 0.365261 0.02 -0.02 0.04 0.12
H -2.087726 6.700497 1.620703 -0.01 0.02 0.00 0.12
H -2.811951 5.574547 2.779227 0.00 -0.02 -0.02 0.12
H -4.362332 6.271574 4.149909 -0.01 0.00 0.01 0.09
H -5.657156 6.890016 3.102292 0.01 -0.02 0.00 0.07
H -4.776453 7.998748 4.167185 -0.01 0.00 0.00 0.09
H -3.381163 7.053188 -0.591501 0.00 -0.02 -0.02 0.07
H -4.750397 7.299965 0.227656 -0.03 -0.02 -0.01 0.07